Computed, not measured: C17H8Cl5CsN2S2 as an isolated structure, with the ωB97M-V functional and the def2-TZVPD basis.

Geometry as ORCA input:
```
! wB97M-V def2-TZVPD RIJCOSX def2/J DEFGRID3
* xyz -2 1
Cs 0.17741 -1.41063 -0.65526
C -0.77057 3.48253 1.73049
C 0.41804 2.62343 2.07387
C 1.65693 2.86376 1.48654
C 2.74166 2.04291 1.75802
C 2.60213 0.96778 2.62441
C 1.37348 0.71950 3.21740
C 0.29316 1.54633 2.94644
H -0.47486 4.52105 1.57639
H -1.52315 3.44434 2.51763
H -1.23346 3.12515 0.80764
H 1.76723 3.69302 0.79603
H 3.69590 2.23679 1.28283
H 3.44314 0.31804 2.82988
H 1.24984 -0.13172 3.87421
H -0.66703 1.33914 3.40428
S -2.15722 -2.90651 0.79862
C -1.10098 -3.52366 2.00185
S 0.59153 -3.23795 1.95438
C -1.64084 -4.28143 3.06967
C -3.02524 -4.55211 3.17860
N -4.14051 -4.82354 3.33147
C -0.84568 -4.81426 4.10840
N -0.25382 -5.26829 4.99452
Cl 2.48468 -0.90026 -3.57098
C 0.98322 -0.27670 -4.23240
C 0.05133 0.23229 -3.34154
C -1.09862 0.70764 -3.95674
Cl -2.34278 1.39219 -2.93093
C -1.33605 0.68049 -5.32826
Cl -2.80487 1.29716 -6.02265
C -0.36140 0.14533 -6.16914
Cl -0.61226 0.08966 -7.88102
C 0.81824 -0.34126 -5.61445
Cl 2.04147 -1.00020 -6.66019
*
```

The strongest force on any atom comes out at 0.0153 Eh/bohr. The energy relative to the best compared isomer or geometry (same formula, charge and spin) is 12.7 kJ/mol. The HOMO-LUMO gap comes out at 5.25 eV. Its electronic energy is -105571.2211 eV.

Per-atom natural (NBO) charges, elementary charge units: Cs 0.918; C -0.631; C -0.025; C -0.232; C -0.212; C -0.229; C -0.206; C -0.171; H 0.203; H 0.211; H 0.231; H 0.200; H 0.202; H 0.212; H 0.236; H 0.207; S -0.476; C -0.192; S -0.490; C -0.551; C 0.355; N -0.468; C 0.356; N -0.471; Cl -0.060; C -0.095; C -0.358; C -0.088; Cl -0.045; C -0.104; Cl -0.006; C -0.108; Cl 0.002; C -0.105; Cl -0.009

***

Computed, not measured: C18H10Cl5NO3Pd as an isolated structure in a non-equilibrium geometry, with the ωB97M-V functional and the def2-TZVPD basis.

Geometry as ORCA input:
```
! wB97M-V def2-TZVPD RIJCOSX def2/J DEFGRID3
* xyz -2 1
Pd -0.84273 0.58609 0.16410
Cl -2.52818 3.73237 -0.96010
C -3.42544 2.58287 0.03517
C -2.72327 1.52096 0.59511
C -3.52154 0.71338 1.43117
Cl -2.73311 -0.63886 2.21080
C -4.87239 0.91795 1.66950
Cl -5.78367 -0.12609 2.73628
C -5.52573 1.98302 1.04572
Cl -7.22658 2.25268 1.30064
C -4.78573 2.82318 0.22252
Cl -5.59292 4.17086 -0.55090
O 4.07651 -0.55515 0.50813
C 3.81152 -1.77631 1.06288
C 4.86148 -2.64304 1.36653
C 4.61374 -3.89927 1.90139
C 3.30405 -4.30044 2.11918
C 2.26609 -3.43270 1.79395
C 2.48587 -2.15928 1.28228
C 1.26240 -1.27625 0.97347
O 1.37768 -0.05520 1.21228
O 0.26696 -1.88205 0.53888
H 5.03336 -0.46316 0.43876
H 5.88363 -2.32715 1.17167
H 5.44201 -4.55901 2.13599
H 3.09146 -5.28334 2.52300
H 1.23126 -3.72725 1.92015
C 0.42521 2.58303 -3.40948
C -0.89669 2.15436 -3.48631
C -1.29058 1.04871 -2.75411
N -0.46369 0.33888 -1.96481
C 0.82815 0.73488 -1.93614
C 1.29660 1.85233 -2.61552
H 0.76522 3.45327 -3.95904
H -1.62762 2.68848 -4.08207
H -2.32135 0.71123 -2.77375
H 1.49864 0.12409 -1.34494
H 2.33939 2.13194 -2.52238
*
```

The strongest force on any atom comes out at 0.0213 Eh/bohr. The energy relative to the best compared isomer or geometry (same formula, charge and spin) is 50.5 kJ/mol. The HOMO-LUMO gap comes out at 3.84 eV. Its electronic energy is -92552.3247 eV.

Per-atom natural (NBO) charges, elementary charge units: Pd 0.197; Cl -0.054; C -0.098; C -0.321; C -0.085; Cl -0.008; C -0.098; Cl -0.033; C -0.135; Cl -0.028; C -0.091; Cl -0.037; O -0.655; C 0.391; C -0.345; C -0.225; C -0.276; C -0.157; C -0.189; C 0.734; O -0.741; O -0.732; H 0.454; H 0.180; H 0.188; H 0.192; H 0.233; C -0.248; C -0.284; C 0.014; N -0.440; C -0.016; C -0.263; H 0.185; H 0.196; H 0.187; H 0.216; H 0.193

***

Computed, not measured: C18H10ClF2NO5S2V as an isolated structure in a non-equilibrium geometry, with the ωB97M-V functional and the def2-TZVPD basis.

Geometry as ORCA input:
```
! wB97M-V def2-TZVPD RIJCOSX def2/J DEFGRID3
* xyz -2 2
V 1.41654 -0.60376 -0.29585
F 1.18815 0.63531 5.03365
C 0.87667 -0.19693 3.99037
C 1.25976 0.11737 2.72335
C 0.91969 -0.74402 1.64136
C 0.17092 -1.92116 1.95181
C -0.15717 -2.18557 3.27631
F -0.85267 -3.32339 3.60275
C 0.16840 -1.35551 4.31780
C -0.21301 -2.69404 0.78295
C -0.89807 -3.91116 0.73539
C -1.21288 -4.49007 -0.47765
C -0.83538 -3.83626 -1.65502
C -0.14557 -2.65579 -1.56545
N 0.18891 -2.07756 -0.37798
H 1.83702 1.01928 2.55262
H -0.10904 -1.59014 5.33643
H -1.17509 -4.38926 1.66314
H -1.74511 -5.43442 -0.51449
H -1.06789 -4.24682 -2.62963
H 0.19081 -2.12917 -2.44738
Cl -1.80388 7.01476 -2.20082
C -1.53839 5.30244 -1.89024
C -0.31598 4.88522 -1.40100
C -0.11607 3.52902 -1.15527
C -1.12660 2.61178 -1.39172
C -2.34071 3.05291 -1.88693
C -2.55881 4.40439 -2.14417
C -0.90813 1.11992 -1.12242
O -1.85057 0.36108 -1.27267
O 0.28744 0.87583 -0.73295
H 0.46933 5.60812 -1.22005
H 0.83232 3.15964 -0.78602
H -3.11120 2.31195 -2.06492
H -3.50472 4.75743 -2.53491
O 2.60698 -0.64412 -2.33399
S 3.64194 -0.50552 -1.26059
O 3.20060 0.64316 -0.39080
O 4.99242 -0.35108 -1.76791
S 3.33903 -2.12387 -0.08707
*
```

The strongest force on any atom comes out at 0.0299 Eh/bohr. The energy relative to the best compared isomer or geometry (same formula, charge and spin) is 0.0 kJ/mol. The HOMO-LUMO gap (alpha / beta) comes out at 3.91 / 3.72 eV. Its electronic energy is -95874.7209 eV. The expectation value of S² is 0.838.

Per-atom natural (NBO) charges, elementary charge units: V 0.958; F -0.366; C 0.394; C -0.333; C -0.218; C -0.175; C 0.426; F -0.365; C -0.434; C 0.147; C -0.228; C -0.248; C -0.284; C 0.051; N -0.456; H 0.215; H 0.213; H 0.216; H 0.187; H 0.196; H 0.210; Cl -0.067; C -0.021; C -0.260; C -0.150; C -0.132; C -0.164; C -0.269; C 0.785; O -0.672; O -0.729; H 0.215; H 0.256; H 0.236; H 0.209; O -0.999; S 2.166; O -0.982; O -0.997; S -0.532

***

Computed, not measured: C18H10F3I2O5S as an isolated structure in a non-equilibrium geometry, with the ωB97M-V functional and the def2-TZVPD basis.

Geometry as ORCA input:
```
! wB97M-V def2-TZVPD RIJCOSX def2/J DEFGRID3
* xyz -1 1
C 6.05477 -4.77084 -0.30210
C 5.06926 -5.37076 -1.46688
I 5.67924 -7.21605 -2.52499
C 3.78396 -4.69823 -1.79868
I 2.56927 -5.60078 -3.43505
C 3.16443 -3.35849 -1.08525
C 3.30761 -2.93100 0.49104
C 2.62759 -1.54775 1.10486
C 1.74485 -0.60092 0.09869
C 1.53163 -0.97495 -1.48330
C 2.26639 -2.34528 -2.06392
C 0.60290 0.00652 -2.44440
O 0.77503 -0.01643 -3.76840
C -0.53905 0.93877 -1.66106
C -1.91235 1.50925 -2.36669
C -3.06008 2.41935 -1.60098
C -2.85106 2.76031 0.02115
C -1.47321 2.18704 0.70075
C -0.30812 1.30656 -0.06961
C 1.06209 0.77338 0.67716
O 1.52912 1.51636 1.68624
H 5.56452 -5.04529 0.75117
H 7.06211 -5.41032 -0.33392
H 6.29358 -3.61893 -0.40451
H 3.93910 -3.60624 1.22575
H 2.76962 -1.25300 2.23490
H 2.09557 -2.57108 -3.21302
H -2.12479 1.27287 -3.51164
H -4.02979 2.84627 -2.14588
H -3.68629 3.38052 0.58023
H -1.26957 2.41133 1.85439
C -6.06597 4.49520 3.88765
F -5.41338 5.40178 4.68391
F -5.50156 3.27718 4.17046
F -7.34876 4.43185 4.36996
S -5.98934 4.93143 2.07210
O -4.55976 4.95429 1.73322
O -6.63033 6.24865 1.95685
O -6.72923 3.86745 1.37984
*
```

The strongest force on any atom comes out at 0.1541 Eh/bohr. The HOMO-LUMO gap comes out at 6.02 eV. Its electronic energy is -64237.6292 eV.

Per-atom natural (NBO) charges, elementary charge units: C -0.686; C -0.153; I 0.164; C -0.207; I 0.157; C -0.095; C -0.200; C -0.183; C -0.088; C -0.092; C -0.150; C 0.525; O -0.543; C -0.137; C -0.194; C -0.217; C -0.170; C -0.191; C -0.108; C 0.507; O -0.533; H 0.230; H 0.240; H 0.258; H 0.236; H 0.265; H 0.267; H 0.242; H 0.255; H 0.325; H 0.258; C 0.693; F -0.337; F -0.339; F -0.336; S 2.309; O -1.009; O -0.977; O -0.987

***

Computed, not measured: one molecule with the formula C18H11Cl2FN2OS in a non-equilibrium geometry, with the ωB97M-V functional and the def2-TZVPD basis.

Geometry as ORCA input:
```
! wB97M-V def2-TZVPD RIJCOSX def2/J DEFGRID3
* xyz 0 1
N -5.34282 5.50243 1.16828
F 5.74193 -1.28812 -1.07781
Cl 0.66836 1.49443 -2.12111
Cl 3.40204 -3.01451 -0.27834
C -4.54416 4.66610 1.34284
N 1.66762 0.33928 3.12333
O 0.44790 -1.88150 0.52747
S -2.87598 2.42604 1.11412
C -3.53898 3.80610 1.91982
C -2.88440 4.10680 3.08200
C -1.66588 3.21071 3.36078
C -1.56230 2.19729 2.40432
C 1.62295 -0.66432 2.21739
C 0.64690 1.18065 3.20198
C 4.45646 0.54382 -1.50470
C 3.24382 1.16589 -1.77226
C -0.62866 0.05177 1.55808
C 4.48474 -0.81323 -1.14323
C 2.04910 0.38594 -1.84228
C 3.27447 -1.43604 -0.88471
C 0.48212 -0.83716 1.38698
C -0.54200 1.18134 2.40367
C 1.97329 -0.81686 -1.16894
C 0.48390 -2.83146 -1.62345
C 0.70158 -1.50073 -0.83760
H -3.11903 5.00660 3.63651
H -1.09413 3.32776 4.24854
H 2.44444 -1.34166 2.07291
H 0.78442 1.97581 3.92402
H 5.37713 1.09377 -1.71818
H 3.14442 2.26929 -2.01820
H -1.48406 -0.17365 0.97866
H 0.89939 -3.73141 -1.11667
H 0.87671 -2.73507 -2.64750
H -0.49096 -3.09770 -1.78617
H -0.04996 -0.71802 -1.08016
*
```

The strongest force on any atom comes out at 0.0893 Eh/bohr. The energy relative to the best compared isomer or geometry (same formula, charge and spin) is 131.6 kJ/mol. The HOMO-LUMO gap comes out at 8.21 eV. Its electronic energy is -62467.0417 eV.

Per-atom natural (NBO) charges, elementary charge units: N -0.275; F -0.298; Cl -0.022; Cl 0.059; C 0.257; N -0.397; O -0.509; S 0.423; C -0.347; C -0.162; C -0.232; C -0.122; C -0.005; C 0.058; C -0.249; C -0.205; C -0.198; C 0.379; C 0.010; C -0.110; C 0.261; C -0.126; C -0.094; C -0.620; C 0.080; H 0.237; H 0.233; H 0.208; H 0.187; H 0.242; H 0.245; H 0.220; H 0.236; H 0.214; H 0.219; H 0.203

***

Computed, not measured: C18H12Cl3F6GeMnN5Sb as an isolated structure in a non-equilibrium geometry, with the ωB97M-V functional and the def2-TZVPD basis.

Geometry as ORCA input:
```
! wB97M-V def2-TZVPD RIJCOSX def2/J DEFGRID3
* xyz 1 6
Mn 0.67367 0.53355 -0.74986
C 0.20036 -0.45523 -4.84742
C -0.46316 -1.68329 -4.77188
C -1.07152 -2.04052 -3.59816
C -0.99039 -1.20201 -2.48034
N -0.24457 -0.07326 -2.52452
C 0.29371 0.29913 -3.71435
N -1.77735 -1.54364 -1.40311
C -1.77043 -0.92029 -0.29123
N -0.88547 0.05812 0.15870
C -1.25340 0.48439 1.43446
N -0.69345 1.35722 2.17321
C 0.34759 2.15231 1.74844
C 0.93107 2.96778 2.72396
C 1.87955 3.89260 2.37777
C 2.21983 4.04047 1.03151
C 1.65347 3.19223 0.12404
N 0.76213 2.22180 0.46138
C -2.43497 -0.29869 1.82900
C -3.18281 -0.26464 2.98791
C -4.26475 -1.13491 3.06471
C -4.57815 -1.99509 2.01213
C -3.81991 -2.01520 0.84730
C -2.74447 -1.15325 0.78717
H 0.63683 -0.09668 -5.76772
H -0.52189 -2.32982 -5.63717
H -1.65037 -2.94641 -3.49535
H 0.79870 1.25482 -3.73558
H 0.58620 2.84199 3.73961
H 2.33585 4.51836 3.13297
H 2.91199 4.79839 0.69603
H 1.89309 3.28388 -0.92296
H -2.92878 0.40370 3.79874
H -4.87486 -1.14711 3.95756
H -5.42678 -2.65900 2.10567
H -4.05209 -2.67957 0.02655
Cl 5.42718 -0.97444 -2.29129
Ge 4.51216 0.04177 -0.66651
Cl 5.55562 1.84980 -0.20555
Cl 2.63397 0.93769 -1.80230
F 1.19766 -1.56582 -0.55613
Sb 1.91734 -2.05034 1.19662
F 2.01788 -0.09974 1.18761
F 3.59558 -2.02461 0.31046
F 2.79060 -2.07014 2.82500
F 1.63382 -3.82167 0.77066
F 0.22372 -1.88463 1.95226
*
```

The strongest force on any atom comes out at 0.0249 Eh/bohr. The energy relative to the best compared isomer or geometry (same formula, charge and spin) is 43.4 kJ/mol. The HOMO-LUMO gap (alpha / beta) comes out at 6.27 / 5.74 eV. Its electronic energy is -174559.1545 eV. The expectation value of S² is 8.826.

Per-atom natural (NBO) charges, elementary charge units: Mn 1.537; C -0.249; C -0.106; C -0.218; C 0.398; N -0.601; C 0.054; N -0.477; C 0.476; N -0.658; C 0.492; N -0.474; C 0.404; C -0.218; C -0.107; C -0.250; C 0.051; N -0.590; C -0.097; C -0.144; C -0.177; C -0.175; C -0.173; C -0.018; H 0.246; H 0.242; H 0.254; H 0.210; H 0.254; H 0.241; H 0.246; H 0.212; H 0.240; H 0.231; H 0.231; H 0.241; Cl -0.334; Ge 1.293; Cl -0.344; Cl -0.372; F -0.688; Sb 3.195; F -0.691; F -0.662; F -0.639; F -0.635; F -0.658

***

We obtain M values of 614.569, 571.967, 508.807, 649.142, 393.270, 767.984 g/mol for the records listed above, in that order.